Molecular formula: C93H200F12N3O8P5S4
Method: DFT, ωB97M-V/def2-TZVPD

Its charge is +4. As for the largest force on an atom: 3.02 eV/A. The value obtained for the energy is -8926.44792 a.u. The HOMO energy comes out at -15.4 eV. The orbital gap is 9.592 eV.

Cartesian coordinates (Å):
C1 -7.36 -3.84 -7.52
C2 -7.22 -4.83 -8.69
C3 -6.26 -4.24 -9.68
C4 -4.80 -4.14 -9.03
P1 -3.67 -3.73 -10.41
C5 -1.92 -3.39 -9.80
C6 -1.60 -3.39 -8.31
C7 -2.09 -2.18 -7.46
C8 -1.70 -2.23 -5.98
C9 -3.55 -5.15 -11.50
C10 -3.01 -6.37 -10.69
C11 -2.03 -7.26 -11.43
C12 -0.67 -6.60 -11.57
C13 -4.33 -2.36 -11.31
C14 -4.68 -1.05 -10.57
C15 -5.43 -0.15 -11.44
C16 -6.69 -0.74 -11.98
H1 -6.36 -3.68 -7.07
H2 -7.98 -4.27 -6.70
H3 -7.89 -2.97 -7.94
H4 -8.14 -5.07 -9.16
H5 -6.84 -5.80 -8.39
H6 -6.56 -3.21 -10.03
H7 -6.19 -4.98 -10.48
H8 -4.58 -5.11 -8.55
H9 -4.81 -3.39 -8.29
H10 -1.64 -2.41 -10.22
H11 -1.29 -4.15 -10.30
H12 -0.52 -3.55 -8.29
H13 -2.10 -4.30 -7.95
H14 -3.19 -2.01 -7.62
H15 -1.65 -1.37 -7.97
H16 -1.98 -1.32 -5.48
H17 -0.63 -2.48 -5.85
H18 -2.30 -3.11 -5.53
H19 -2.78 -4.98 -12.26
H20 -4.47 -5.35 -12.06
H21 -3.91 -6.87 -10.38
H22 -2.58 -6.01 -9.77
H23 -2.41 -7.54 -12.42
H24 -1.92 -8.21 -10.92
H25 -0.82 -5.79 -12.32
H26 0.05 -7.24 -12.02
H27 -0.17 -6.29 -10.70
H28 -5.17 -2.70 -11.93
H29 -3.54 -2.23 -12.10
H30 -3.71 -0.63 -10.20
H31 -5.25 -1.35 -9.73
H32 -4.78 0.14 -12.31
H33 -5.63 0.76 -10.88
H34 -6.48 -1.59 -12.65
H35 -7.13 -0.04 -12.67
H36 -7.43 -0.99 -11.20
C17 -3.17 8.65 5.82
C18 -1.88 7.89 5.59
C19 -1.01 8.61 4.56
C20 0.29 7.90 4.32
P2 1.59 8.77 3.39
C21 2.92 7.58 3.12
C22 2.73 6.49 2.07
C23 3.43 5.15 2.36
C24 2.91 4.27 3.46
C25 0.82 9.41 1.88
C26 1.58 10.28 0.88
C27 2.97 9.80 0.57
C28 3.80 10.67 -0.37
C29 2.18 10.06 4.50
C30 3.25 10.98 3.94
C31 3.68 11.92 5.11
C32 4.89 12.78 4.69
H37 -3.75 8.16 6.58
H38 -3.78 8.67 4.90
H39 -2.95 9.69 6.13
H40 -2.16 6.86 5.33
H41 -1.25 7.80 6.52
H42 -0.80 9.58 4.97
H43 -1.59 8.71 3.63
H44 0.10 6.93 3.86
H45 0.80 7.66 5.28
H46 3.09 7.05 4.06
H47 3.88 8.08 2.97
H48 3.13 6.88 1.10
H49 1.67 6.25 1.95
H50 4.47 5.43 2.61
H51 3.36 4.57 1.42
H52 2.82 4.79 4.41
H53 3.60 3.41 3.62
H54 1.92 3.88 3.20
H55 -0.06 9.99 2.22
H56 0.40 8.52 1.42
H57 1.68 11.29 1.31
H58 1.00 10.34 0.00
H59 2.90 8.80 0.12
H60 3.53 9.65 1.51
H61 3.27 11.12 -1.22
H62 4.47 10.04 -0.92
H63 4.32 11.43 0.15
H64 2.54 9.62 5.41
H65 1.35 10.75 4.75
H66 2.80 11.43 3.03
H67 4.12 10.40 3.59
H68 3.95 11.31 5.98
H69 2.86 12.53 5.43
H70 4.63 13.52 3.99
H71 5.67 12.17 4.23
H72 5.38 13.37 5.47
C33 -2.92 3.89 7.44
C34 -3.92 2.81 7.82
C35 -3.46 1.41 7.62
C36 -2.33 1.05 8.56
P3 -1.46 -0.46 7.99
C37 -0.91 -0.24 6.27
C38 -0.25 1.09 5.96
C39 -0.01 1.18 4.45
C40 0.95 0.11 3.98
C41 -0.02 -0.68 8.99
C42 0.39 -2.16 8.90
C43 1.67 -2.48 9.70
C44 1.58 -2.25 11.22
C45 -2.63 -1.84 8.05
C46 -3.48 -1.90 9.36
C47 -2.61 -1.99 10.64
C48 -3.53 -1.70 11.87
H73 -2.62 3.77 6.37
H74 -2.05 3.88 8.10
H75 -3.39 4.87 7.44
H76 -4.77 2.91 7.17
H77 -4.38 2.93 8.84
H78 -3.25 1.19 6.53
H79 -4.30 0.85 7.97
H80 -2.67 0.81 9.56
H81 -1.62 1.89 8.57
H82 -1.81 -0.34 5.61
H83 -0.28 -1.09 5.89
H84 0.67 1.21 6.55
H85 -0.90 1.93 6.25
H86 0.46 2.16 4.26
H87 -0.99 1.05 3.97
H88 1.14 -0.68 4.71
H89 1.91 0.53 3.62
H90 0.54 -0.40 3.12
H91 -0.13 -0.42 10.00
H92 0.82 -0.14 8.51
H93 0.54 -2.51 7.86
H94 -0.41 -2.84 9.18
H95 2.55 -1.93 9.23
H96 1.87 -3.56 9.48
H97 1.59 -1.14 11.38
H98 2.54 -2.66 11.61
H99 0.68 -2.66 11.70
H100 -2.19 -2.81 7.95
H101 -3.35 -1.63 7.25
H102 -4.10 -2.74 9.31
H103 -4.20 -1.07 9.34
H104 -1.75 -1.32 10.57
H105 -2.18 -3.03 10.73
H106 -3.97 -0.69 11.74
H107 -3.02 -1.72 12.87
H108 -4.33 -2.45 11.86
C49 2.85 -1.18 -5.60
C50 2.92 -0.95 -4.07
C51 4.15 -0.18 -3.58
C52 5.37 -1.14 -3.49
P4 6.55 -0.32 -2.29
C53 6.19 -0.58 -0.53
C54 4.74 -0.35 -0.10
C55 4.61 -0.52 1.40
C56 5.32 0.59 2.22
C57 8.19 -1.03 -2.44
C58 9.19 -0.58 -1.35
C59 10.58 -1.12 -1.55
C60 11.57 -0.62 -0.46
C61 6.63 1.40 -2.73
C62 5.59 2.40 -2.01
C63 5.82 3.83 -2.55
C64 4.81 4.93 -2.15
H109 3.80 -1.57 -5.96
H110 2.71 -0.18 -6.03
H111 2.03 -1.89 -5.87
H112 2.90 -1.89 -3.54
H113 2.03 -0.39 -3.74
H114 3.86 0.18 -2.55
H115 4.40 0.66 -4.20
H116 5.95 -1.30 -4.37
H117 5.18 -2.11 -3.05
H118 6.82 0.17 -0.06
H119 6.51 -1.56 -0.27
H120 4.02 -1.01 -0.63
H121 4.38 0.65 -0.32
H122 5.08 -1.46 1.63
H123 3.55 -0.64 1.67
H124 4.83 1.52 2.08
H125 6.40 0.57 1.99
H126 5.35 0.44 3.32
H127 8.54 -0.80 -3.43
H128 8.09 -2.10 -2.40
H129 8.85 -0.93 -0.40
H130 9.13 0.55 -1.25
H131 10.97 -0.76 -2.52
H132 10.59 -2.19 -1.57
H133 11.42 -1.11 0.49
H134 11.47 0.42 -0.21
H135 12.56 -0.82 -0.81
H136 6.66 1.54 -3.78
H137 7.61 1.62 -2.30
H138 5.72 2.31 -0.89
H139 4.62 2.02 -2.25
H140 5.79 3.81 -3.63
H141 6.85 4.04 -2.28
H142 4.91 5.20 -1.10
H143 3.79 4.52 -2.35
H144 5.01 5.79 -2.78
C65 2.16 -9.66 1.08
C66 2.72 -9.02 -0.11
C67 1.91 -7.71 -0.36
C68 2.23 -6.93 -1.70
P5 1.00 -5.58 -2.10
C69 1.49 -4.06 -1.19
C70 1.51 -4.08 0.40
C71 2.33 -2.91 1.04
C72 2.81 -3.29 2.46
C73 1.31 -5.06 -3.82
C74 0.74 -5.93 -4.97
C75 1.25 -5.32 -6.26
C76 2.76 -5.54 -6.41
C77 -0.68 -6.04 -1.71
C78 -1.81 -5.24 -2.35
C79 -3.09 -5.28 -1.58
C80 -4.11 -4.32 -2.21
H145 2.59 -10.64 1.23
H146 1.18 -10.04 0.88
H147 2.19 -9.05 1.96
H148 2.70 -9.73 -0.96
H149 3.78 -8.73 -0.06
H150 1.97 -7.01 0.50
H151 0.80 -7.91 -0.36
H152 2.31 -7.57 -2.57
H153 3.19 -6.52 -1.66
H154 0.86 -3.25 -1.47
H155 2.45 -3.73 -1.63
H156 1.92 -5.01 0.84
H157 0.47 -4.05 0.73
H158 1.86 -1.95 0.98
H159 3.27 -2.87 0.44
H160 3.80 -2.84 2.62
H161 2.88 -4.38 2.56
H162 2.16 -2.95 3.29
H163 2.35 -4.92 -3.88
H164 0.83 -4.07 -3.78
H165 -0.31 -6.00 -4.80
H166 1.10 -6.95 -4.87
H167 0.89 -4.27 -6.36
H168 0.78 -5.91 -7.01
H169 3.07 -5.73 -7.46
H170 3.14 -6.48 -5.97
H171 3.31 -4.69 -6.10
H172 -0.79 -5.82 -0.69
H173 -0.66 -7.13 -1.69
H174 -2.01 -5.78 -3.28
H175 -1.50 -4.24 -2.65
H176 -2.84 -4.77 -0.62
H177 -3.51 -6.29 -1.52
H178 -3.60 -3.36 -2.31
H179 -4.94 -4.19 -1.48
H180 -4.63 -4.75 -3.11
C81 -6.66 1.22 4.45
C82 -5.76 2.15 3.67
C83 -5.24 1.49 2.41
N1 -4.41 2.35 1.53
C84 -3.97 1.57 0.36
C85 -5.06 1.18 -0.62
C86 -5.86 2.37 -1.09
C87 -6.23 3.32 0.04
C88 -5.00 3.67 1.00
C89 -3.19 2.72 2.30
H181 -6.85 1.59 5.45
H182 -6.22 0.24 4.60
H183 -7.72 1.08 4.14
H184 -4.86 2.37 4.24
H185 -6.36 3.04 3.46
H186 -6.07 1.26 1.74
H187 -4.62 0.64 2.70
H188 -3.51 0.63 0.77
H189 -3.20 2.13 -0.13
H190 -5.72 0.42 -0.08
H191 -4.57 0.63 -1.42
H192 -6.82 2.08 -1.57
H193 -5.25 2.86 -1.82
H194 -7.14 2.96 0.57
H195 -6.52 4.33 -0.37
H196 -5.14 4.24 1.87
H197 -4.14 4.14 0.52
H198 -3.42 3.61 2.92
H199 -2.38 2.87 1.58
H200 -2.90 1.84 2.90
C90 -1.55 -1.50 -0.70
F1 -0.54 -1.70 0.14
F2 -1.86 -2.69 -1.16
F3 -2.57 -1.01 -0.05
S1 -1.16 -0.35 -2.07
O1 -0.12 -1.04 -2.76
O2 -2.38 -0.10 -2.71
N2 -0.78 1.02 -1.42
S2 0.72 1.37 -0.85
O3 1.51 0.26 -0.41
O4 1.29 2.52 -1.48
C91 0.30 2.10 0.75
F4 1.47 2.39 1.38
F5 -0.40 3.28 0.63
F6 -0.42 1.34 1.51
C92 -0.61 -5.49 4.31
F7 -1.00 -5.36 3.01
F8 -1.33 -6.45 4.85
F9 0.67 -5.81 4.34
S3 -0.78 -3.83 5.20
O5 -1.01 -4.17 6.58
O6 0.44 -3.16 4.82
N3 -2.05 -3.11 4.71
S4 -2.53 -2.38 3.43
O7 -3.00 -1.05 3.68
O8 -1.59 -2.45 2.38
C93 -4.03 -3.30 2.95
F10 -3.71 -4.49 2.33
F11 -4.72 -3.67 3.99
F12 -4.81 -2.61 2.05

Here are the Löwdin charges for atoms 1 to 5, given in e: C -0.088; C -0.271; C -0.234; C -0.240; P 1.017